23
Properties=species:S:1:pos:R:3:forces:R:3:mulliken_charge:R:1 method="wB97M-V/def2-TZVPD" e_homo_ev=-7.96 e_above_lowest_kcal_mol=39.29 smiles="C=C(CC)NC.O.O" orbital_gap_ev=8.559
C 1.299 2.055 0.280 -0.975 -0.169 0.094 -1.230
C 1.070 0.743 0.074 0.523 1.222 -0.105 0.568
C 0.539 -0.209 1.087 -0.961 -0.282 -0.156 0.233
C -0.171 0.389 2.303 1.407 1.336 -0.607 -1.470
N 1.319 0.253 -1.228 -0.189 -0.451 0.252 -0.353
C 1.606 -1.141 -1.516 -0.108 -0.421 -0.154 -0.789
H 1.383 2.749 -0.548 0.556 -0.232 -0.189 0.272
H 1.054 2.557 1.202 0.029 -0.258 0.276 0.294
H -0.230 -0.762 0.523 0.345 -0.425 0.171 0.070
H 1.334 -0.880 1.425 -0.135 -0.223 -0.182 0.339
H 0.557 1.063 2.777 -0.069 -0.477 0.502 0.320
H -0.933 1.106 1.999 -0.504 -0.542 -0.077 0.315
H -0.493 -0.393 2.974 -0.274 0.044 0.232 0.397
H 2.095 0.774 -1.563 0.311 0.615 -0.607 0.267
H 0.725 -1.781 -1.608 -0.202 0.231 0.386 0.100
H 2.301 -1.608 -0.812 0.032 -0.057 -0.005 0.312
H 2.034 -1.189 -2.520 0.200 0.112 0.139 0.379
O -2.457 1.667 -0.145 -0.165 -0.711 -0.541 -0.624
H -2.371 2.347 -0.815 0.110 0.352 0.024 0.309
H -2.566 0.869 -0.696 0.058 0.305 0.541 0.310
O -2.114 -3.024 -0.685 -1.308 0.290 -0.375 -0.629
H -1.468 -3.167 -1.356 0.701 -0.180 -0.764 0.307
H -1.649 -3.076 0.128 0.619 -0.078 1.143 0.302

61
Properties=species:S:1:pos:R:3:forces:R:3:mulliken_charge:R:1 method="wB97M-V/def2-TZVPD" e_homo_ev="-15.86 / -15.86" e_above_lowest_kcal_mol=13.39 orbital_gap_ev="5.914 / 5.908" charge=+3
Ir -0.225 -0.245 0.581 0.887 0.105 -0.304 1.896
Cl 0.896 4.203 2.402 0.014 0.062 0.030 -0.157
C 1.693 2.725 2.716 -0.001 -0.058 -0.043 0.564
C 2.800 2.682 3.587 -0.012 0.033 0.004 -0.575
C 3.448 1.505 3.848 0.036 0.026 0.040 0.618
Cl 4.785 1.486 4.915 0.013 -0.014 0.000 -0.168
C 3.018 0.293 3.238 -0.051 0.031 -0.031 -0.419
C 3.617 -0.964 3.408 -0.088 -0.105 -0.089 -0.568
C 3.105 -2.056 2.737 0.121 0.010 0.094 -1.136
C 1.999 -1.906 1.907 -0.127 0.077 -0.032 0.137
N 1.392 -0.734 1.738 0.013 -0.230 0.003 -0.150
C 1.898 0.368 2.386 -0.055 -0.037 -0.096 0.800
C 1.236 1.573 2.119 0.034 0.090 -0.071 -0.461
O 0.163 1.528 1.298 -0.046 0.050 -0.101 -0.824
H 3.140 3.596 4.056 -0.026 0.017 -0.017 0.498
H 4.477 -1.070 4.056 0.008 0.016 0.003 0.488
H 3.555 -3.032 2.843 -0.012 -0.003 0.002 0.461
H 1.599 -2.746 1.357 0.011 -0.012 0.002 0.580
N 0.031 -3.827 -0.360 0.044 0.055 0.064 -0.264
C -0.807 -3.351 0.572 -0.026 0.016 -0.213 0.500
N -1.257 -4.162 1.522 -0.026 -0.026 0.004 -0.388
O -1.183 -2.134 0.560 0.079 -0.081 -0.176 -0.582
H 0.258 -4.807 -0.428 0.007 -0.010 0.004 0.222
H 0.255 -3.242 -1.147 0.002 -0.033 -0.012 0.140
H -1.082 -5.155 1.517 -0.017 -0.009 -0.005 0.208
H -1.881 -3.796 2.222 0.004 0.003 0.015 0.241
F 2.982 0.830 -5.438 0.055 -0.108 0.062 -0.216
C 3.394 -0.193 -4.683 0.061 -0.002 -0.053 0.714
F 4.681 -0.031 -4.391 -0.140 -0.016 -0.056 -0.245
F 3.237 -1.325 -5.373 0.027 0.122 0.058 -0.224
C 2.550 -0.247 -3.417 -0.019 0.009 0.025 0.270
C 1.205 -0.586 -3.512 0.113 0.022 0.018 -1.272
C 0.448 -0.608 -2.364 -0.122 -0.188 -0.017 -0.033
N 0.958 -0.315 -1.153 -0.698 -0.022 0.824 0.023
C 2.257 0.009 -1.068 0.042 0.188 0.162 -0.006
C 3.082 0.051 -2.177 -0.060 -0.045 -0.121 -0.834
H 0.756 -0.837 -4.464 -0.015 0.000 0.002 0.515
H -0.591 -0.894 -2.400 -0.040 -0.004 0.039 0.443
H 2.641 0.262 -0.092 -0.010 0.022 0.025 0.350
H 4.123 0.318 -2.063 -0.001 0.009 0.022 0.588
C -3.080 2.633 -1.285 0.002 0.017 -0.012 -0.963
C -1.785 1.843 -1.007 0.018 0.043 -0.001 -0.196
N -2.071 0.623 -0.200 -0.007 -0.021 -0.063 0.029
C -2.803 1.055 1.034 0.074 0.085 0.025 -0.537
C -4.183 1.643 0.683 -0.047 -0.014 0.007 -0.804
N -4.241 1.812 -0.805 0.003 -0.019 -0.017 -0.028
C -4.218 0.468 -1.466 -0.001 0.011 -0.014 -0.985
C -2.974 -0.288 -0.958 0.007 0.042 0.048 -0.307
H -3.227 2.820 -2.347 0.002 0.020 0.003 0.393
H -3.110 3.585 -0.758 0.001 -0.013 0.024 0.318
H -1.080 2.453 -0.446 0.011 -0.020 -0.014 0.377
H -1.308 1.534 -1.934 -0.034 -0.032 -0.031 0.466
H -2.185 1.794 1.541 0.008 -0.028 -0.008 0.484
H -2.915 0.188 1.686 -0.033 -0.006 0.013 0.564
H -4.337 2.619 1.139 0.015 -0.003 0.008 0.381
H -5.007 0.992 0.970 0.005 -0.008 -0.008 0.303
H -5.110 2.292 -1.051 -0.004 -0.005 -0.007 0.308
H -4.198 0.634 -2.541 0.008 0.006 0.003 0.394
H -5.142 -0.050 -1.214 0.003 -0.002 0.004 0.369
H -2.435 -0.707 -1.801 0.003 -0.011 -0.018 0.124
H -3.243 -1.108 -0.297 -0.010 0.001 -0.003 0.572

104
Properties=species:S:1:pos:R:3:forces:R:3:mulliken_spin:R:1 method="wB97M-V/def2-TZVPD" spin_multiplicity=6 e_homo_ev="-14.50 / -15.14" orbital_gap_ev="6.710 / 4.567" charge=+3
Pt -0.185 -0.228 -0.115 0.516 -0.165 0.803 1.627
C 0.743 -0.960 -3.478 -0.161 0.096 0.037 0.008
C 1.940 -1.027 -2.598 0.211 -0.254 -0.355 -0.033
C 3.148 -1.507 -3.108 0.108 0.080 0.300 0.007
C 4.261 -1.532 -2.293 -0.237 0.051 -0.102 0.000
C 4.159 -1.027 -1.004 -0.254 0.133 0.195 -0.002
C 2.933 -0.542 -0.560 0.366 -0.377 -0.493 0.063
N 1.840 -0.594 -1.347 -0.249 0.053 0.326 0.024
C 2.771 0.080 0.768 0.361 0.223 0.570 -0.014
C 3.846 0.327 1.622 -0.281 -0.048 -0.130 -0.010
C 3.611 0.942 2.840 -0.175 -0.042 -0.067 0.006
C 2.321 1.300 3.192 -0.110 -0.113 -0.281 -0.008
C 1.281 1.031 2.299 0.546 0.114 0.244 0.049
N 1.534 0.438 1.128 -0.409 -0.230 -0.239 0.108
C -0.125 1.362 2.592 -0.584 0.367 0.463 0.006
C -0.489 2.169 3.666 0.157 -0.226 -0.317 0.006
C -1.834 2.414 3.906 -0.126 -0.179 -0.217 -0.003
C -2.777 1.864 3.061 0.348 0.008 0.054 0.002
C -2.350 1.093 1.976 -0.385 0.193 0.218 -0.027
C -3.344 0.498 1.044 0.023 0.004 -0.133 0.018
N -1.062 0.849 1.771 0.359 -0.302 -0.420 0.093
H 0.730 -1.783 -4.186 -0.064 -0.076 -0.077 0.000
H -0.171 -0.950 -2.888 -0.016 -0.063 -0.149 0.009
H 0.780 -0.034 -4.054 -0.017 0.066 -0.092 0.004
H 3.192 -1.856 -4.126 0.009 -0.077 -0.151 0.000
H 5.199 -1.924 -2.653 0.125 -0.039 -0.033 0.000
H 5.028 -1.027 -0.367 0.034 0.037 0.054 0.003
H 4.849 0.044 1.355 0.101 0.003 -0.075 0.001
H 4.429 1.134 3.515 0.098 0.027 0.074 0.000
H 2.139 1.761 4.148 -0.074 0.041 0.059 0.001
H 0.253 2.614 4.306 0.108 0.020 0.055 0.003
H -2.134 3.021 4.746 -0.029 0.089 0.089 0.000
H -3.832 2.010 3.227 -0.094 0.072 -0.028 0.001
H -4.171 1.184 0.880 -0.073 0.033 -0.033 0.000
H -2.877 0.247 0.093 -0.144 -0.009 0.029 0.009
H -3.753 -0.410 1.483 -0.117 -0.185 0.000 0.003
C -0.290 -3.876 3.762 -0.339 0.005 0.880 -0.019
N 0.873 -3.747 2.899 -0.246 0.173 -0.393 0.461
C 1.107 -4.977 2.162 0.571 -0.720 -0.122 -0.019
N -0.039 -5.207 1.314 0.147 -0.175 0.134 0.129
C -1.247 -5.298 2.120 -0.219 -0.338 0.060 -0.016
N -1.443 -4.100 2.922 -0.023 -0.168 0.302 0.110
C -1.849 -2.962 2.162 -0.190 0.511 -0.059 0.032
P -0.651 -2.543 0.766 -0.532 0.132 -0.325 0.442
C 0.895 -2.592 2.119 0.496 0.368 0.144 0.175
C -0.152 -4.301 0.221 0.175 0.172 -0.537 0.056
H -0.424 -2.974 4.364 0.065 -0.066 -0.121 0.004
H -0.150 -4.729 4.429 0.034 0.072 -0.075 -0.001
H 1.217 -5.808 2.863 0.004 0.144 -0.044 -0.002
H 2.011 -4.890 1.557 -0.049 0.027 0.082 0.004
H -1.158 -6.160 2.790 -0.017 0.099 -0.079 0.001
H -2.111 -5.448 1.470 0.077 0.007 0.048 0.006
H -1.953 -2.099 2.826 -0.036 0.015 -0.073 -0.006
H -2.815 -3.173 1.696 0.161 0.120 0.004 0.017
H 0.776 -1.702 2.735 -0.134 0.083 -0.015 -0.001
H 1.807 -2.537 1.523 -0.032 -0.005 -0.115 -0.006
H 0.797 -4.256 -0.325 -0.096 0.011 0.017 -0.012
H -0.931 -4.673 -0.451 0.104 0.265 0.070 0.019
C -2.424 1.487 -3.355 0.576 -0.212 0.488 0.083
Ge -1.087 1.856 -1.906 -1.059 1.908 -0.438 0.272
C -1.859 3.340 -0.727 0.688 -1.601 -0.747 0.041
C -3.185 3.720 -0.844 -0.189 0.060 0.079 0.016
C -3.650 4.783 -0.084 -0.152 0.003 -0.092 -0.003
C -2.799 5.438 0.791 -0.076 0.118 0.096 0.029
C -1.478 5.039 0.913 0.231 0.005 0.084 0.000
C -1.006 3.982 0.155 0.023 0.100 0.128 0.019
C 0.429 2.925 -2.802 -1.279 -0.667 0.428 0.082
C 1.714 2.577 -2.432 1.152 -0.017 -0.205 -0.012
C 2.806 2.901 -3.233 -0.231 -0.454 0.986 0.118
C 2.614 3.651 -4.373 -0.300 0.547 -0.800 0.153
C 1.337 4.119 -4.725 -0.276 -0.069 0.259 -0.023
C 1.135 4.928 -5.866 0.721 -0.345 0.198 0.202
C -0.092 5.484 -6.141 -0.962 0.131 0.176 0.053
C -1.167 5.239 -5.284 0.384 0.550 -0.856 0.044
C -1.008 4.430 -4.177 0.137 -0.510 0.767 0.162
C 0.216 3.801 -3.890 0.476 0.258 -0.457 0.162
H -2.685 2.411 -3.862 -0.001 0.133 0.026 0.009
H -3.319 1.041 -2.934 -0.068 -0.037 0.122 -0.003
H -2.019 0.794 -4.086 0.078 -0.091 -0.041 -0.006
H -3.858 3.214 -1.523 -0.047 -0.069 -0.058 0.004
H -4.678 5.101 -0.184 -0.065 0.045 0.025 0.001
H -3.165 6.266 1.378 -0.039 0.068 0.041 0.001
H -0.808 5.551 1.587 0.003 0.104 0.082 0.001
H 0.026 3.666 0.237 0.130 0.035 0.062 0.006
H 1.866 2.006 -1.525 0.055 -0.078 -0.068 0.008
H 3.793 2.562 -2.959 0.136 0.028 -0.002 0.010
H 3.458 3.940 -4.983 0.100 -0.034 -0.099 -0.001
H 1.967 5.084 -6.537 0.094 0.109 -0.060 0.002
H -0.222 6.118 -7.004 -0.014 0.014 -0.074 0.004
H -2.122 5.700 -5.487 -0.088 0.041 0.031 -0.002
H -1.813 4.342 -3.460 -0.102 -0.075 -0.044 0.063
Br -0.390 -5.779 -4.880 -0.287 0.217 0.090 0.001
C -1.778 -4.668 -4.226 0.053 0.155 0.154 0.003
C -3.060 -4.678 -4.782 0.909 -0.292 0.050 0.000
N -4.004 -3.899 -4.321 -1.264 0.091 -0.440 0.000
C -3.810 -3.075 -3.316 0.733 0.097 0.295 0.009
C -2.569 -3.000 -2.695 -0.253 0.181 -0.015 0.017
C -1.538 -3.808 -3.163 -0.092 -0.178 -0.279 0.012
C -2.244 -2.124 -1.522 -0.186 -0.552 -0.693 0.016
O -2.169 -2.751 -0.412 0.246 -0.235 0.627 0.074
O -1.962 -0.935 -1.661 0.243 0.551 0.099 0.043
H -3.310 -5.322 -5.612 0.032 -0.105 -0.080 0.000
H -4.651 -2.473 -3.010 -0.115 0.121 0.129 0.001
H -0.555 -3.746 -2.721 0.156 -0.109 0.062 0.007

13
Properties=species:S:1:pos:R:3:forces:R:3:mulliken_charge:R:1 method="wB97M-V/def2-TZVPD" e_homo_ev=-9.50 e_above_lowest_kcal_mol=73.64 smiles="C/C(CO)=N/O" orbital_gap_ev=10.187
C -0.393 -1.621 -0.815 -0.026 -0.041 0.017 -1.081
C -0.053 -0.457 0.081 0.054 -0.128 0.305 0.799
C -0.254 0.976 -0.387 -0.151 -0.158 -0.062 -0.369
O 0.851 1.830 -0.116 -0.052 0.156 0.062 -0.585
N 0.333 -0.773 1.257 -0.218 -0.048 -0.474 -0.553
O 0.578 0.342 2.093 0.191 0.139 0.128 -0.401
H -0.585 -2.494 -0.187 0.050 0.106 -0.134 0.368
H -1.281 -1.423 -1.427 0.127 0.071 0.121 0.332
H 0.429 -1.869 -1.496 -0.100 0.185 0.094 0.240
H -1.162 1.349 0.106 0.105 -0.064 -0.100 0.240
H -0.431 1.004 -1.468 0.053 -0.120 0.157 0.305
H 0.614 2.360 0.655 0.087 -0.023 -0.186 0.351
H 1.354 0.775 1.704 -0.121 -0.075 0.073 0.354

23
Properties=species:S:1:pos:R:3:forces:R:3:mulliken_charge:R:1 method="wB97M-V/def2-TZVPD" e_homo_ev=-14.67 e_above_lowest_kcal_mol=17.69 orbital_gap_ev=11.234 charge=+1
C -0.189 1.363 -0.864 0.879 0.396 0.795 -0.664
C -0.176 0.125 0.029 0.817 0.104 -0.422 -1.014
C 1.246 -0.278 0.457 0.192 0.418 -0.284 0.729
C 1.737 0.570 1.638 0.403 -0.266 0.980 -1.351
C 1.324 -1.785 0.689 -0.527 0.350 0.526 -1.757
N -1.135 1.162 -2.001 -0.704 -0.097 0.239 -0.239
H 0.800 1.600 -1.247 0.023 -0.331 -0.461 0.459
H -0.438 2.264 -0.309 -0.623 0.019 -0.170 0.304
H -0.593 -0.679 -0.569 -0.131 -0.296 0.101 0.467
H -0.796 0.300 0.902 -0.208 -0.208 0.011 0.483
H 1.940 -0.028 -0.353 -0.219 -0.197 -0.289 0.303
H 2.635 1.141 1.400 -0.137 0.107 -0.105 0.308
H 2.033 -0.056 2.487 -0.001 -0.145 -0.165 0.392
H 1.007 1.246 2.090 -0.143 0.062 -0.415 0.357
H 0.950 -2.351 -0.165 0.187 0.020 -0.134 0.414
H 2.336 -2.098 0.931 -0.004 -0.071 0.017 0.432
H 0.661 -2.019 1.530 0.214 -0.199 0.052 0.368
H -1.313 2.016 -2.531 0.016 -0.047 -0.083 0.369
H -0.840 0.416 -2.635 0.293 0.161 -0.025 0.358
H -2.021 0.814 -1.609 -0.073 0.119 0.019 0.277
H -3.817 -1.160 -0.113 0.130 0.196 -0.044 0.302
H -2.467 -1.657 0.338 0.147 0.051 0.028 0.303
O -2.883 -0.904 -0.097 -0.531 -0.147 -0.171 -0.600

15
Properties=species:S:1:pos:R:3:forces:R:3:mulliken_charge:R:1 method="wB97M-V/def2-TZVPD" e_homo_ev=-9.05 e_above_lowest_kcal_mol=53.27 smiles="C=COCC(=C)O" orbital_gap_ev=9.836
C 0.100 -1.538 -1.730 0.149 0.366 0.104 -0.592
C -0.051 -0.216 -1.721 0.400 -0.786 0.145 -0.090
O -1.123 0.365 -1.094 0.017 0.029 -0.063 -0.382
C -0.644 1.200 -0.057 -0.282 0.287 0.438 -0.596
C 0.190 0.483 1.001 -0.313 0.019 0.665 0.769
C -0.184 -0.592 1.693 -0.094 0.181 -0.039 -1.000
O 1.349 1.181 1.224 0.144 0.426 0.154 -0.496
H 1.020 -2.001 -2.068 -0.208 0.143 -0.358 0.256
H -0.647 -2.181 -1.275 0.047 0.139 -0.048 0.240
H 0.700 0.494 -2.082 -0.139 -0.227 -0.037 0.361
H -1.541 1.645 0.413 0.451 -0.243 -0.192 0.300
H -0.026 2.025 -0.441 -0.099 -0.213 -0.112 0.349
H -1.118 -1.080 1.444 0.022 0.110 0.030 0.269
H 0.381 -1.004 2.533 0.033 0.156 -0.451 0.282
H 1.592 1.219 2.160 -0.127 -0.388 -0.238 0.329